(1)
The following is a DFT calculation (ωB97M-V/def2-TZVPD) of C21H18N2O2S in the gas phase at a distorted geometry.

Each line ends with the Löwdin charge.
Cartesian coordinates (Å):
C -3.2442 -3.8078 -1.0618  -0.10
C -2.8699 -2.5142 -1.7771  -0.17
C -2.3907 -1.3849 -0.9104  -0.27
N -1.3088 -0.8190 -1.2534  0.16
C -0.8153 0.3636 -0.7692  -0.27
C 0.5447 0.4594 -0.4692  0.04
C 1.1116 1.6747 -0.1191  -0.13
C 2.5562 1.8022 0.2386  -0.45
O 2.9572 2.5676 1.0919  0.07
N 3.3852 1.0175 -0.4921  0.08
C 4.8126 0.9618 -0.2476  -0.09
C 5.2626 -0.4357 0.0173  -0.27
C 5.9493 -1.3244 -0.7588  -0.03
C 6.0592 -2.5138 0.0022  -0.07
C 5.4254 -2.2602 1.1782  -0.12
O 4.9406 -1.0095 1.1960  0.06
C 0.3210 2.8208 -0.0736  -0.01
C -1.0225 2.7472 -0.3844  -0.08
C -1.5914 1.5320 -0.7205  -0.43
S -3.3354 1.4589 -1.1016  1.02
C -3.7414 0.3459 0.2400  -0.44
C -4.5446 0.7928 1.2748  -0.09
C -4.8070 -0.0402 2.3474  -0.07
C -4.2367 -1.3014 2.3942  -0.07
C -3.4457 -1.7507 1.3517  -0.03
C -3.2143 -0.9458 0.2406  -0.17
H -3.5121 -4.5603 -1.7999  0.07
H -4.0965 -3.6621 -0.4030  0.07
H -2.4041 -4.1855 -0.4832  0.08
H -3.7507 -2.1405 -2.3101  0.13
H -2.0886 -2.7066 -2.5144  0.11
H 1.1252 -0.4516 -0.4810  0.12
H 3.0084 0.4230 -1.2126  0.14
H 4.9891 1.5981 0.6254  0.13
H 5.3617 1.3590 -1.1079  0.13
H 6.3354 -1.1516 -1.7425  0.11
H 6.5415 -3.4238 -0.2894  0.10
H 5.2597 -2.8634 2.0486  0.12
H 0.7743 3.7581 0.2081  0.12
H -1.6444 3.6289 -0.3591  0.10
H -4.9511 1.7914 1.2323  0.10
H -5.4372 0.3029 3.1538  0.11
H -4.4089 -1.9414 3.2467  0.11
H -2.9847 -2.7239 1.4116  0.11

Summary:
structure (SMILES): CCC1=Nc2cc(C(=O)NCc3ccco3)ccc2Sc2ccccc21
highest occupied orbital energy: -0.310 Ha
energy relative to the best compared isomer or geometry (same formula, charge and spin): 0.0 kcal/mol
orbital gap: 8.94 eV

***

(2)
The following is a DFT calculation (ωB97M-V/def2-TZVPD) of 2 unconnected molecules or ions with the total composition C4H9NO at a distorted geometry.

Each line ends with the Löwdin charge.
Cartesian coordinates (Å):
C -1.7705 2.3942 0.9867  0.18
C -1.2495 1.6548 0.0064  -0.07
N -1.9852 0.6422 -0.6691  0.27
H -2.7975 2.7043 1.1914  0.12
H -1.1422 2.8858 1.7529  0.12
H -0.2374 1.8768 -0.3341  0.15
H -1.6315 0.1440 -1.4209  0.11
H -2.9676 0.6362 -0.6503  0.12
C 2.4933 -0.8184 -0.7243  0.00
C 1.9070 -1.9938 -0.1874  -0.21
O 0.7595 -1.9242 0.6187  -0.04
H 3.1377 -0.7705 -1.5619  0.03
H 2.1460 0.0174 -0.0851  0.04
H 2.3626 -3.0445 -0.3446  0.14
H 0.6682 -0.9715 0.6987  0.05

Summary:
<S²>: 0.77
highest occupied orbital energy (spin up / spin down): -0.436 / -0.435 Ha
energy relative to the best compared isomer or geometry (same formula, charge and spin): 68.2 kcal/mol
orbital gap (spin up / spin down): 7.12 / 3.56 eV
multiplicity: 2
net charge: +1

***

(3)
The following is a DFT calculation (ωB97M-V/def2-TZVPD) of 2 unconnected molecules or ions with the total composition C5H7N3O3S at a distorted geometry.

Each line ends with the Löwdin charge.
Cartesian coordinates (Å):
C -1.6384 1.2513 -0.7309  -0.39
C -0.6558 0.3349 -0.4644  -0.42
C -2.3806 -0.8625 0.3240  -0.64
C 4.1595 -0.4632 0.1322  -0.51
C 0.6962 0.2885 -1.0629  -0.22
N -1.0982 -0.8818 0.1117  0.08
N -3.2470 -1.8056 0.7095  0.07
N 1.3594 1.4777 0.0630  0.11
O 4.7560 -0.6055 -0.8155  0.24
O 3.6243 -0.2891 1.0974  0.22
O 1.3665 -0.8490 -0.6351  -0.13
S -3.2172 0.6291 -0.3165  0.97
H -1.5822 2.1568 -1.1476  0.01
H -3.0213 -2.5587 1.3299  0.10
H -4.1982 -1.4302 0.8543  0.09
H 2.2998 1.7613 -0.2812  0.12
H 0.5427 2.0591 -0.2599  0.10
H 1.3421 1.1770 1.0204  0.10
H 0.8924 -1.3901 0.0716  0.10

Summary:
highest occupied orbital energy: -0.258 Ha
energy relative to the best compared isomer or geometry (same formula, charge and spin): 54.8 kcal/mol
orbital gap: 7.53 eV

***

(4)
The following is a DFT calculation (ωB97M-V/def2-TZVPD) of a molecular structure, C29H41F5P2STi at a distorted geometry.

Each line ends with the Löwdin charge.
Cartesian coordinates (Å):
Ti -0.1933 1.3477 0.3962  0.85
C 1.1653 3.5433 0.4260  -0.22
C 0.7389 3.2297 -0.9066  -0.23
C -1.1578 3.5538 0.4086  -0.26
C 0.0043 3.7388 1.2370  -0.21
C -0.7047 3.2093 -0.9128  -0.27
C 2.5453 3.9191 0.8252  0.00
H 3.2958 3.3646 0.2506  0.09
H 2.7121 3.7229 1.8909  0.09
H 2.7067 4.9944 0.6504  0.13
C -0.0129 4.3465 2.5932  0.02
H 0.9411 4.1752 3.1081  0.10
H -0.8085 3.9083 3.2114  0.08
H -0.1864 5.4334 2.5259  0.13
C -2.5406 3.9831 0.7550  0.00
H -2.6366 5.0808 0.7089  0.13
H -2.8213 3.6542 1.7652  0.07
H -3.2700 3.5460 0.0613  0.10
C -1.5772 3.1590 -2.1158  0.00
H -1.7697 4.1782 -2.4916  0.13
H -2.5411 2.6958 -1.8743  0.10
H -1.1099 2.5791 -2.9164  0.08
C 1.5946 3.2409 -2.1215  0.00
H 1.5654 4.2262 -2.6179  0.12
H 1.2610 2.4928 -2.8546  0.09
H 2.6430 3.0215 -1.8763  0.09
C 1.0012 -0.2057 1.5083  -0.19
C 1.8856 0.5644 0.7522  -0.15
C 2.4670 0.2031 -0.5937  -0.13
C 1.4761 -0.3161 -1.6564  -0.15
C 0.0595 0.1925 -1.5581  -0.12
C -0.9268 -0.3709 -0.7368  -0.19
C -0.7256 -1.6029 0.1049  -0.18
C 0.4247 -1.5529 1.1580  -0.15
H 3.2865 -0.5296 -0.4714  0.15
H 1.5448 -1.4197 -1.6932  0.05
H 2.9692 1.0947 -1.0106  0.10
H 1.2041 -2.2835 0.8793  0.11
H 0.9323 0.0448 2.5754  0.10
H 2.4611 1.3125 1.3073  0.12
H 0.0148 -1.9580 2.0990  0.13
H -1.6608 -1.8267 0.6454  0.12
H -1.9697 -0.1246 -0.9631  0.15
H -0.5570 -2.4733 -0.5520  0.09
H 1.8528 0.0067 -2.6419  0.13
H -0.2847 0.7600 -2.4317  0.12
P 1.5636 -4.0416 -1.5678  0.80
C 2.0063 -5.1011 -0.1185  -0.31
C 2.9261 -4.6406 -2.6671  -0.29
P -0.8563 -4.3333 -3.3438  0.77
C 0.2848 -5.2353 -2.2016  -0.62
C -0.2180 -5.0560 -4.9211  -0.32
C -2.2063 -5.5918 -3.2168  -0.33
H 1.1541 -5.1236 0.5753  0.04
H 2.8811 -4.6640 0.3834  0.04
H 2.2368 -6.1206 -0.4542  0.05
H 3.0499 -5.7266 -2.5528  0.05
H 3.8449 -4.1288 -2.3420  0.04
H 2.7167 -4.3949 -3.7182  0.03
H -1.8279 -6.5931 -3.4650  0.05
H -2.9956 -5.3178 -3.9295  0.04
H -2.6119 -5.5886 -2.1979  0.03
H -0.3129 -5.6260 -1.3624  0.05
H 0.7778 -6.0849 -2.7092  0.06
H -0.9387 -4.7843 -5.7067  0.04
H -0.1725 -6.1510 -4.8438  0.05
H 0.7689 -4.6465 -5.1625  0.02
F -2.8265 3.1207 7.4159  0.16
C -2.5555 2.6470 6.1887  -0.09
C -1.3146 2.0652 5.9094  -0.10
F -0.3868 1.9715 6.8938  0.13
C -1.0441 1.5706 4.6391  -0.20
F 0.2032 1.0621 4.4018  0.07
C -2.0050 1.5931 3.6156  -0.42
S -1.7145 0.7854 2.0609  0.95
C -3.2567 2.1690 3.9282  -0.20
F -4.2317 2.1677 2.9848  0.09
C -3.5190 2.6999 5.1872  -0.11
F -4.7185 3.2392 5.4500  0.15

Summary:
highest occupied orbital energy (spin up / spin down): -0.483 / -0.483 Ha
energy relative to the best compared isomer or geometry (same formula, charge and spin): 0.0 kcal/mol
orbital gap (spin up / spin down): 4.44 / 4.44 eV
net charge: +2

***

(5)
The following is a DFT calculation (ωB97M-V/def2-TZVPD) of a molecular structure, C6H8IrLiO6 at a distorted geometry.

Each line ends with the Löwdin charge.
Cartesian coordinates (Å):
O -1.3950 0.0416 0.8074  -0.21
C -1.3458 -0.3405 -0.5942  -0.50
C -2.3700 1.0845 1.0025  -0.06
O -1.2254 -1.5473 -0.8229  0.09
O -2.3448 0.3296 -1.1941  0.11
C -2.7636 1.4586 -0.4218  -0.05
H -1.9337 1.9334 1.5394  0.15
H -3.1933 0.6516 1.5810  0.16
H -2.2170 2.3456 -0.7671  0.15
H -3.8415 1.5871 -0.5530  0.17
Ir 0.4767 0.0681 1.6275  1.47
O 0.8628 1.3943 0.2242  -0.07
O 1.6457 0.1028 -1.4015  0.06
C 2.7785 -0.2557 -0.5781  -0.08
C 2.4679 -1.5337 0.2078  -0.23
O 1.2541 -1.4909 0.9078  -0.45
C 0.6542 0.8121 -0.8706  -0.10
H 3.6005 -0.4444 -1.2772  0.17
H 3.0437 0.5654 0.1006  0.14
H 3.3161 -1.7640 0.8735  0.16
H 2.5271 -2.3642 -0.5197  0.15
Li 0.0029 -2.6342 0.1286  0.80

Summary:
<S²>: 6.01
highest occupied orbital energy (spin up / spin down): -0.641 / -0.668 Ha
energy relative to the best compared isomer or geometry (same formula, charge and spin): 82.0 kcal/mol
orbital gap (spin up / spin down): 8.18 / 6.61 eV
multiplicity: 5
net charge: +2

***

(6)
The following is a DFT calculation (ωB97M-V/def2-TZVPD) of 2 unconnected molecules or ions with the total composition C4H12 at a distorted geometry.

Each line ends with the Löwdin charge.
Cartesian coordinates (Å):
C 1.6140 -1.6648 -1.3959  -0.20
C 0.6065 -2.1047 -0.3419  -0.19
H 2.1889 -0.6853 -1.2611  0.08
H 2.4936 -2.2882 -1.3624  0.04
H 1.1694 -1.6932 -2.4436  0.08
H 0.1792 -3.1803 -0.4783  0.09
H -0.1518 -1.4590 -0.1482  -0.03
H 1.0752 -2.1291 0.7924  0.12
C -1.1765 1.5231 0.1972  -0.18
C -1.0338 2.3241 1.4801  -0.16
H -1.9030 1.9111 -0.5034  0.06
H -0.3378 1.3849 -0.4799  0.05
H -1.3954 0.4673 0.5284  0.07
H -2.1047 2.5924 1.8200  0.10
H -0.5641 3.2598 1.3553  0.04
H -0.6596 1.7420 2.2412  0.03

Summary:
structure (SMILES): CC.CC
highest occupied orbital energy: -0.419 Ha
energy relative to the best compared isomer or geometry (same formula, charge and spin): 26.0 kcal/mol
orbital gap: 12.51 eV